Here is a 2-piece molecular cluster, C4H12N2OS overall from the OMol25 dataset. Energies are from ωB97M-V/def2-TZVPD.

The value obtained for the HOMO energy is -8.47 eV. Its net charge is 0. For the LUMO energy, the calculation gives -3.853 eV. The calculation puts the orbital gap at 4.6 eV. For the energy above the lowest of the compared OMol25 structures with the same formula, charge and spin, the calculation gives 186.8 kcal per mole.

Geometry as XYZ:
```
20
C4H12N2OS, DFT ωB97M-V/def2-TZVPD
C 0.1387 -0.2775 -1.5652
N 1.5333 -0.1298 -1.6601
C 2.2244 0.7392 -0.6300
O 1.5817 0.8382 0.5403
C -0.2241 -1.1342 -0.3696
C -1.5779 1.2803 1.9095
S -1.1726 -0.2061 2.9454
N -1.5947 -1.1822 -0.1007
H -0.4420 -0.6349 -2.4154
H -0.3565 0.7054 -1.3967
H 1.9042 -1.0676 -1.6597
H 3.2270 0.2434 -0.6002
H 2.4183 1.7553 -1.0803
H -2.2553 2.0024 2.3185
H 0.3029 -2.1360 -0.5623
H -0.6998 1.9536 1.6345
H -1.9616 0.8408 1.0100
H -1.2206 -0.9124 1.7108
H 0.2971 -0.7809 0.5456
H -2.1225 -1.8969 -0.5745
```